No. 1
The following is a DFT calculation (ωB97M-V with the def2-TZVPD basis set) of a structure of composition C5H8N2.

Last column: Mulliken charge in e.
Positions of all 15 atoms, in Å:
C -1.465 -1.050 0.556  -1.296
C -0.347 -0.154 0.008  0.585
C -0.509 1.313 -0.111  -0.343
N 0.382 0.759 0.915  -0.545
C 1.721 0.512 0.327  -0.405
C 1.158 -0.411 -0.700  0.281
N 1.348 -1.078 -1.751  -0.724
H -2.006 -0.527 1.363  0.374
H -1.059 -1.969 0.988  0.282
H -2.217 -1.334 -0.193  0.310
H 0.295 -1.050 -1.580  0.414
H -0.093 1.819 -0.982  0.224
H -1.380 1.806 0.321  0.281
H 2.223 1.406 -0.051  0.286
H 2.363 -0.015 1.035  0.277

As for the charge: 0. Its energy above the lowest of the compared OMol25 structures with the same formula, charge and spin is 415.8 kJ/mol.


No. 2
The following is a DFT calculation (ωB97M-V with the def2-TZVPD basis set) of the molecule C5H8N2.

Last column: Mulliken charge in e.
Positions of all 15 atoms, in Å:
C -1.090 -1.125 -1.554  -1.179
C -0.751 -0.928 -0.097  -0.360
C 0.274 0.129 0.211  0.312
C 1.562 0.464 -0.141  -0.439
N 2.034 1.431 0.693  -0.599
C 1.099 1.746 1.522  -0.123
N 0.025 0.903 1.347  -0.100
H -1.176 -0.273 -2.224  0.366
H -2.076 -1.576 -1.666  0.337
H -0.363 -1.809 -2.004  0.286
H -1.630 -0.885 0.548  0.310
H -0.285 -1.852 0.281  0.237
H 2.171 0.278 -1.010  0.392
H 1.031 2.564 2.214  0.368
H -0.825 0.933 1.881  0.193

Its SMILES is CCc1cnc[nH]1. As for the charge: 0. Its energy above the lowest of the compared OMol25 structures with the same formula, charge and spin is 44.6 kJ/mol.


No. 3
The following is a DFT calculation (ωB97M-V with the def2-TZVPD basis set) of the molecule C5H8N2.

Last column: Mulliken charge in e.
Positions of all 15 atoms, in Å:
C 1.777 1.809 0.164  -0.700
N 0.755 0.819 0.431  0.679
C 0.243 0.059 -0.557  -0.208
C -0.721 -0.750 -0.013  0.341
C -1.556 -1.726 -0.776  -1.168
C -0.714 -0.388 1.352  -0.422
N 0.184 0.560 1.620  -0.966
H 2.750 1.541 0.585  0.288
H 1.473 2.797 0.513  0.291
H 1.870 1.836 -0.926  0.220
H 0.600 0.175 -1.570  0.312
H -1.880 -2.566 -0.156  0.325
H -0.981 -2.133 -1.614  0.320
H -2.451 -1.250 -1.191  0.240
H -1.348 -0.783 2.139  0.449

Its SMILES is Cc1cnn(C)c1. As for the charge: 0. Its energy above the lowest of the compared OMol25 structures with the same formula, charge and spin is 63.1 kJ/mol.


No. 4
The following is a DFT calculation (ωB97M-V with the def2-TZVPD basis set) of the molecule C5H8N2.

Last column: Mulliken charge in e.
Positions of all 15 atoms, in Å:
C 0.519 0.221 1.006  0.586
C 0.831 0.006 -0.541  -0.501
C -1.441 -0.549 -1.868  -1.112
N 1.313 -0.892 0.565  -0.627
C -0.647 -0.245 -0.655  0.542
N 0.915 1.231 1.873  -0.445
C -0.921 -0.112 0.651  -0.832
H 2.308 -0.750 0.741  0.287
H 1.480 0.660 -1.102  0.379
H 0.388 1.259 2.738  0.218
H 1.905 1.438 1.867  0.215
H -1.748 -0.390 1.280  0.403
H -1.355 0.262 -2.594  0.277
H -1.057 -1.453 -2.342  0.298
H -2.491 -0.686 -1.618  0.313

Its SMILES is CC1=C[C@@]2(N)N[C@@H]12. As for the charge: 0. Its energy above the lowest of the compared OMol25 structures with the same formula, charge and spin is 348.5 kJ/mol.


No. 5
The following is a DFT calculation (ωB97M-V with the def2-TZVPD basis set) of the molecule C5H8N2.

Last column: Mulliken charge in e.
Positions of all 15 atoms, in Å:
C -1.375 1.192 -0.688  -1.215
C -0.373 0.134 -0.380  0.745
C 1.119 0.147 -0.747  -0.569
C 1.361 -0.562 0.586  0.190
N 2.395 -0.957 1.188  -0.722
C -0.105 -0.540 0.913  -0.214
N -0.725 -1.280 -0.216  -0.695
H -0.991 2.176 -0.398  0.292
H -1.600 1.206 -1.759  0.305
H -2.304 1.010 -0.135  0.334
H 1.553 1.154 -0.749  0.294
H 1.396 -0.389 -1.657  0.259
H -0.613 -0.430 1.868  0.456
H 2.060 -1.344 2.073  0.255
H -1.723 -1.343 -0.016  0.284

Its SMILES is [H]/N=C1/C[C@@]2(C)N[C@@H]12. As for the charge: 0. Its energy above the lowest of the compared OMol25 structures with the same formula, charge and spin is 221.8 kJ/mol.


No. 6
The following is a DFT calculation (ωB97M-V with the def2-TZVPD basis set) of the molecule C5H8N2.

Last column: Mulliken charge in e.
Positions of all 15 atoms, in Å:
C -0.850 1.969 -0.011  -0.343
C -0.659 -0.060 -0.704  0.462
C 0.178 0.076 0.572  0.258
C -0.613 -1.176 -1.698  -0.805
C 1.199 -0.834 1.288  -0.931
N -1.147 1.175 -0.976  -0.575
N -0.029 1.332 0.999  -0.123
H -0.931 3.039 0.008  0.369
H -0.189 -0.651 -2.639  0.227
H 0.078 -1.902 -1.247  0.218
H -1.623 -1.575 -1.850  0.242
H 2.104 -0.231 1.715  0.288
H 0.623 -1.270 2.192  0.250
H 1.417 -1.672 0.523  0.218
H 0.441 1.782 1.828  0.245

Its SMILES is Cc1nc[nH]c1C. As for the charge: 0. Its energy above the lowest of the compared OMol25 structures with the same formula, charge and spin is 112.6 kJ/mol.


No. 7
The following is a DFT calculation (ωB97M-V with the def2-TZVPD basis set) of a cluster of 3 separate species, C5H8N2 in total.

Last column: Mulliken charge in e.
Positions of all 15 atoms, in Å:
C 1.546 -1.332 0.025  -1.310
C 0.528 -0.351 -0.501  0.251
C -0.915 -0.333 -0.136  -0.083
C -1.809 -1.269 0.429  0.076
N -2.568 -2.035 0.860  -0.444
N -0.076 0.564 0.455  -0.072
C -0.122 1.885 0.514  -0.526
H 1.256 -1.697 1.014  0.352
H 1.617 -2.189 -0.652  0.330
H 2.538 -0.871 0.093  0.317
H 0.753 0.100 -1.475  0.443
H -1.466 0.979 -1.094  -0.028
H -1.173 1.783 -1.017  0.085
H 0.807 2.431 0.381  0.282
H -0.916 2.336 1.102  0.326

As for the charge: 0. Its energy above the lowest of the compared OMol25 structures with the same formula, charge and spin is 517.5 kJ/mol.


No. 8
The following is a DFT calculation (ωB97M-V with the def2-TZVPD basis set) of the molecule C5H8N2.

Last column: Mulliken charge in e.
Positions of all 15 atoms, in Å:
C 1.545 1.298 0.019  -1.430
C 0.799 0.084 -0.478  0.301
C 0.871 -1.232 0.182  -0.655
C -0.550 -0.247 1.586  0.518
N -0.773 -0.251 2.725  -0.515
N -0.477 -0.290 0.227  0.115
C -1.726 -0.514 -0.519  -0.928
H 1.635 1.281 1.109  0.315
H 2.556 1.276 -0.401  0.372
H 1.065 2.231 -0.299  0.332
H 0.567 0.141 -1.548  0.362
H 0.576 -2.044 -0.492  0.170
H -1.472 -0.824 -1.535  0.381
H -2.329 0.399 -0.553  0.318
H -2.287 -1.309 -0.023  0.344

As for the charge: 0. Its energy above the lowest of the compared OMol25 structures with the same formula, charge and spin is 458.3 kJ/mol.


No. 9
The following is a DFT calculation (ωB97M-V with the def2-TZVPD basis set) of a cluster of 2 separate species, C5H8N2 in total.

Last column: Mulliken charge in e.
Positions of all 15 atoms, in Å:
C 2.150 -0.005 0.379  0.050
C -0.614 -0.523 0.115  0.597
C -0.420 -1.934 -0.647  -0.944
C -0.131 2.031 -0.003  -1.096
C -0.014 0.632 -0.510  -0.034
N 3.059 -0.305 0.990  -0.429
N -1.127 -0.623 1.280  -0.601
H -1.113 -2.746 -0.272  0.304
H -0.751 -1.866 -1.757  0.314
H 0.680 -2.159 -0.385  0.249
H -0.991 2.498 -0.359  0.418
H 0.806 2.547 -0.273  0.316
H -0.247 1.848 1.055  0.301
H -0.021 0.448 -1.603  0.307
H -1.266 0.158 1.991  0.249

As for the charge: 0. Its energy above the lowest of the compared OMol25 structures with the same formula, charge and spin is 475.6 kJ/mol.


No. 10
The following is a DFT calculation (ωB97M-V with the def2-TZVPD basis set) of a cluster of 2 separate species, C5H8N2 in total.

Last column: Mulliken charge in e.
Positions of all 15 atoms, in Å:
C 1.678 0.891 0.429  0.108
C -0.051 -0.721 -0.542  0.757
C 0.033 -0.502 -2.014  -1.113
C -0.824 0.548 1.719  -1.150
C -0.357 0.489 0.254  -0.127
N 2.703 1.297 0.711  -0.440
N 0.006 -1.886 -0.102  -0.680
H 0.150 -1.470 -2.627  0.295
H -0.991 -0.069 -2.118  0.297
H 0.792 0.159 -2.305  0.313
H -0.617 -0.356 2.189  0.369
H -1.829 0.903 1.744  0.358
H -0.114 1.294 2.091  0.348
H -0.573 1.374 -0.331  0.436
H -0.007 -1.952 0.903  0.227

As for the charge: 0. Its energy above the lowest of the compared OMol25 structures with the same formula, charge and spin is 332.7 kJ/mol.


| no. | F_max (eV/Å) | E_tot (eV) | highest occupied orbital energy (eV) |
| --- | --- | --- | --- |
| 1 | 4.1 | -8290.6865 | -9.6 |
| 2 | 1.7 | -8294.5340 | -8.5 |
| 3 | 0.4 | -8294.3419 | -8.8 |
| 4 | 2.6 | -8291.3849 | -7.3 |
| 5 | 0.4 | -8292.6976 | -9.2 |
| 6 | 5.2 | -8293.8290 | -7.6 |
| 7 | 1.0 | -8289.6327 | -8.6 |
| 8 | 1.1 | -8290.2462 | -8.1 |
| 9 | 5.4 | -8290.0668 | -10.3 |
| 10 | 5.0 | -8291.5486 | -10.3 |